An isolated ion of composition C17H26NO5 and charge +1 at a distorted geometry, computed with the ωB97M-V functional and the def2-TZVPD basis.

Geometry as XYZ:
```
49
Properties=species:S:1:pos:R:3:forces:R:3:lowdin_charge:R:1
C 0.842627 3.354581 1.322793 0.004 0.716 0.421 0.03
N 0.948778 2.036100 0.675214 -0.115 0.154 -0.091 -0.25
C 2.186794 1.947524 -0.152380 1.005 -0.146 -0.206 -0.06
H 2.235143 2.806813 -0.822562 -0.167 -0.011 0.035 0.15
H 2.116843 1.033646 -0.746317 -0.152 0.075 0.050 0.14
C 3.463643 1.873638 0.694112 -0.130 0.149 -0.125 -0.16
O 3.414128 0.799895 1.591979 0.101 -0.146 -0.042 -0.10
C 2.318642 0.922397 2.462470 -0.239 0.104 -0.037 -0.15
H 2.338949 0.040797 3.104987 -0.154 0.124 -0.009 0.15
C 0.999956 0.939688 1.687180 0.364 -0.776 0.856 -0.06
H 0.156129 1.049745 2.365978 0.086 0.053 -0.151 0.14
H 0.897105 -0.006776 1.150706 -0.047 0.191 -0.051 0.13
H 2.426805 1.814772 3.095804 0.018 -0.085 -0.009 0.13
H 4.314082 1.687240 0.035490 -0.141 0.141 -0.031 0.15
H 3.643602 2.818497 1.227770 0.018 -0.077 -0.062 0.13
C -0.202923 1.829322 -0.247409 -0.979 -0.342 -0.295 -0.06
H -0.052096 2.448108 -1.133932 0.146 0.011 0.065 0.16
H -0.202340 0.779583 -0.556311 0.246 0.234 0.061 0.12
C -1.606598 2.150795 0.285340 -0.156 0.175 -0.495 -0.31
O -1.785660 1.585809 1.567429 -0.011 -0.200 0.249 -0.04
H -2.703784 1.697258 1.841364 0.035 0.069 -0.018 0.12
C -2.626819 1.623368 -0.767255 0.269 0.280 0.050 -0.14
O -2.242183 0.453479 -1.434345 0.101 0.062 0.012 -0.11
C -2.661005 -0.787424 -0.908316 0.287 -0.332 0.158 -0.11
H -2.606927 -1.476366 -1.755226 -0.101 0.009 0.150 0.15
C -1.773919 -1.319350 0.234782 -0.637 -0.133 -0.046 -0.25
C -2.185222 -2.749506 0.602139 0.134 0.455 0.374 -0.11
O -2.036101 -3.608371 -0.499301 0.102 -0.178 -0.417 -0.01
C -0.831343 -3.472370 -1.141165 0.097 0.056 0.068 -0.20
C -0.421117 -4.475795 -2.010155 -0.080 0.163 0.137 0.01
C 0.792122 -4.377407 -2.662074 -0.043 -0.057 0.000 -0.07
C 1.612403 -3.281576 -2.445846 0.061 0.087 0.002 -0.08
C 1.204111 -2.269108 -1.599100 -0.168 -0.050 0.075 0.00
C -0.021597 -2.352926 -0.954404 -0.058 0.027 -0.014 -0.18
O -0.402153 -1.302466 -0.130600 0.268 -0.313 -0.203 -0.05
H 1.830418 -1.407114 -1.425537 0.058 0.122 0.031 0.11
H 2.567594 -3.210524 -2.940932 0.096 0.003 -0.054 0.11
H 1.103185 -5.162443 -3.332226 0.027 -0.087 -0.065 0.11
H -1.071354 -5.323689 -2.149899 -0.087 -0.130 -0.015 0.13
H -1.557430 -3.091718 1.437148 -0.113 0.026 -0.085 0.15
H -3.234638 -2.798464 0.895124 0.079 0.032 0.031 0.14
H -1.842333 -0.668999 1.112790 -0.062 -0.157 -0.146 0.15
H -3.699228 -0.736507 -0.557840 0.018 0.004 -0.025 0.14
H -3.604988 1.500258 -0.282939 0.035 0.072 0.012 0.14
H -2.723885 2.382034 -1.549854 -0.059 0.017 0.123 0.14
H -1.756223 3.239416 0.354669 0.042 -0.131 -0.065 0.15
H 1.736121 3.576888 1.899706 -0.020 -0.085 -0.069 0.10
H -0.012534 3.360278 1.994859 0.002 -0.093 -0.058 0.12
H 0.715219 4.126968 0.566094 0.019 -0.085 -0.076 0.13
```
Positions in Å, forces in eV/Å.

Summary:
E = -1094.06230 hartree
SMILES string = C[N+]1(C[C@H](O)COC[C@H]2COc3ccccc3O2)CCOCC1
HOMO-LUMO gap = 8.53 eV
net charge = +1
molar mass = 324.40 g mol⁻¹
energy above the lowest of the compared OMol25 structures with the same formula, charge and spin = 0.8743 eV

A 6-piece molecular cluster, C17H26O16 overall at a distorted geometry, computed with the ωB97M-V functional and the def2-TZVPD basis.

Geometry as XYZ:
```
59
Properties=species:S:1:pos:R:3:forces:R:3:lowdin_charge:R:1
C -1.498991 0.166495 -0.566876 0.363 -0.347 1.406 -0.08
C -0.742366 0.498469 0.744863 -0.365 0.238 -0.175 -0.09
O -0.156554 1.769454 0.435287 0.634 -0.221 0.223 0.06
C -0.177428 1.985729 -0.886661 -0.311 0.259 0.035 -0.59
O 0.371684 2.894504 -1.426979 0.148 -0.032 -0.152 0.15
O -0.941422 1.071225 -1.511522 -0.056 -0.035 -0.172 0.08
H -2.555663 0.330336 -0.376822 -0.145 0.091 -0.736 0.10
H -1.284599 -0.852591 -0.872039 -0.186 -0.004 -0.221 0.12
H -0.014336 -0.263166 1.024179 0.301 0.266 -0.144 0.10
H -1.378138 0.694247 1.606235 -0.216 -0.284 -0.104 0.13
C 3.621693 6.390696 -2.459759 0.000 -0.510 0.309 -0.11
C 3.164038 5.114679 -1.747977 -0.439 0.314 -0.378 -0.11
O 3.397128 5.423412 -0.372893 0.110 -0.457 0.096 0.07
C 3.496610 6.744601 -0.221153 0.077 0.781 -0.028 -0.58
O 3.591210 7.324222 0.813660 -0.065 -0.183 -0.013 0.16
O 3.482077 7.374188 -1.430518 0.079 -0.167 -0.048 0.05
H 2.978525 6.635855 -3.298304 0.075 0.154 -0.051 0.13
H 4.666827 6.322056 -2.763688 0.002 0.183 -0.075 0.13
H 3.702326 4.214797 -2.027636 0.083 0.012 0.085 0.13
H 2.093759 4.966773 -1.899270 0.030 -0.203 0.136 0.12
C -6.019588 2.553947 1.899200 -0.186 0.853 -0.118 -0.12
C -5.497429 3.713130 1.054054 0.472 -0.103 0.364 -0.11
O -4.581395 3.045043 0.179812 -0.162 0.216 -0.290 0.06
C -5.043846 1.793202 -0.003635 -0.319 -0.021 0.149 -0.57
O -4.785595 1.093123 -0.925182 0.231 -0.228 0.075 0.17
O -5.874555 1.444403 1.018282 -0.063 0.003 -0.175 0.06
H -7.065619 2.757776 2.122926 -0.030 -0.524 0.150 0.13
H -5.446309 2.399850 2.811826 0.013 -0.117 -0.022 0.13
H -4.950564 4.466791 1.614468 -0.021 -0.026 0.007 0.13
H -6.290379 4.186937 0.474198 0.051 -0.051 -0.100 0.13
C 0.880237 -6.002367 2.566814 0.561 -0.389 -0.826 -0.11
C 2.143202 -5.618987 1.774570 0.473 -0.201 0.517 -0.09
O 1.902114 -4.279081 1.358525 -0.077 0.272 -0.449 0.08
C 0.744511 -3.835211 1.849927 -0.290 -0.220 0.977 -0.58
O 0.288153 -2.740600 1.774587 0.192 0.266 -0.571 0.16
O 0.119225 -4.805154 2.570921 -0.067 -0.213 0.086 0.05
H 1.121224 -6.352830 3.566036 -0.216 0.246 0.170 0.13
H 0.356638 -6.790964 2.025467 -0.297 0.080 0.168 0.12
H 2.340738 -6.267583 0.924417 -0.203 0.197 -0.184 0.13
H 3.040367 -5.610405 2.395711 -0.070 0.022 0.020 0.13
C -1.999872 -3.924049 -0.360349 -0.221 0.002 1.489 -0.12
C -1.623582 -5.399232 -0.319793 0.144 -0.634 1.258 -0.11
O -0.351369 -5.454837 -0.964807 -0.438 -0.015 -0.675 0.05
C -0.162600 -4.290717 -1.641893 -0.423 -0.060 -0.497 -0.56
O 0.571112 -4.156042 -2.559474 0.434 0.152 0.274 0.19
O -0.996302 -3.327830 -1.170750 -0.201 -0.112 -0.084 0.05
H -1.967062 -3.577415 0.677558 0.462 0.513 -0.230 0.12
H -3.011883 -3.672914 -0.671870 0.159 -0.225 -0.733 0.13
H -2.396979 -6.084733 -0.673111 0.400 0.056 -0.855 0.13
H -1.400270 -5.757973 0.688635 -0.357 0.347 0.126 0.11
C 3.761551 0.741237 -0.145729 0.858 0.379 -0.095 -0.09
C 3.187100 -0.463070 -0.882575 0.400 0.555 0.402 -0.31
O 2.946668 -0.090622 -2.231480 -0.374 -0.340 -0.147 -0.07
H 3.042531 1.532617 0.070425 -0.204 -0.162 -0.020 0.06
H 4.518546 1.178405 -0.804945 -0.145 0.056 -0.107 0.07
H 4.336238 0.538017 0.762361 -0.427 -0.381 0.149 0.07
H 2.313479 -0.857828 -0.353618 -0.160 -0.044 -0.288 0.10
H 3.930433 -1.258962 -0.926096 -0.031 -0.035 0.014 0.11
H 2.104751 0.368947 -2.307550 0.010 0.031 0.076 0.07
```
Positions in Å, forces in eV/Å.

Summary:
E = -1867.23750 hartree
SMILES string = O=C1OCCO1.O=C1OCCO1.O=C1OCCO1.O=C1OCCO1.O=C1OCCO1.CCO
HOMO-LUMO gap = 10.22 eV
molar mass = 486.38 g mol⁻¹

Among the records above, which one has the lowest E? C17H26O16

Which of these has the highest molar mass? C17H26O16

HOMO-LUMO gap of number 2 (C17H26O16)? 10.22 eV